(1)
ORCA calculation (ωB97M-V/def2-TZVPD) on a structure of composition C41H40BMnN8O.

Structure (XYZ):
```
92
Properties=species:S:1:pos:R:3
Mn -0.19449 -0.44924 -0.18465
C 5.02133 0.31775 -0.74966
C 3.76017 0.12262 0.02039
C 3.56441 0.07900 1.39320
C 2.20121 -0.14032 1.57810
N 1.61790 -0.21266 0.37270
N 2.57076 -0.05268 -0.57981
B 2.14406 -0.10785 -2.07949
N 1.46524 -1.47301 -2.28513
N 0.63519 -1.88439 -1.28749
C 0.49294 -3.22036 -1.43221
C 1.16960 -3.63496 -2.57047
C 1.79353 -2.50460 -3.07343
C 2.70569 -2.36026 -4.24405
C -0.12125 -4.09135 -0.41425
C 0.21648 -3.93542 0.93106
C -0.32701 -4.77660 1.89081
C -1.19641 -5.79151 1.51026
C -1.51823 -5.96498 0.17027
C -0.98139 -5.12078 -0.79120
N 1.09060 0.99173 -2.27472
N 0.15416 1.14195 -1.28993
C -0.42917 2.35448 -1.49238
C 0.09751 2.91287 -2.64934
C 1.06688 2.03635 -3.10740
C 1.99804 2.16585 -4.26490
C -1.30871 3.10769 -0.57075
C -0.95421 3.30625 0.76453
C -1.73616 4.09983 1.58253
C -2.88114 4.71579 1.07679
C -3.22574 4.54111 -0.25173
C -2.43400 3.74477 -1.07621
C 1.41667 -0.27278 2.81688
C 0.16674 -0.88618 2.83749
C -0.56322 -1.00056 4.01083
C -0.04288 -0.49322 5.19422
C 1.20730 0.10937 5.19224
C 1.93178 0.21495 4.01480
H 5.85527 0.43038 -0.06153
H 4.96837 1.20942 -1.37408
H 5.22300 -0.53472 -1.39789
H 4.32607 0.16929 2.14789
H 3.07566 0.03577 -2.80904
H 1.25045 -4.64244 -2.94132
H 2.69571 -3.27760 -4.82758
H 3.73014 -2.17111 -3.92226
H 2.40194 -1.53747 -4.88981
H 0.94042 -3.18211 1.21967
H -0.05015 -4.65746 2.93022
H -1.60444 -6.46256 2.25396
H -2.18648 -6.76185 -0.12744
H -1.24103 -5.24633 -1.83532
H -0.14838 3.87557 -3.06422
H 1.73704 3.04592 -4.84745
H 1.94819 1.29334 -4.91558
H 3.02951 2.27358 -3.92946
H -0.05135 2.85166 1.15504
H -1.44593 4.25936 2.61313
H -3.48319 5.34876 1.71508
H -4.09826 5.03484 -0.65842
H -2.70536 3.61347 -2.11756
H -0.24981 -1.37946 1.95892
H -1.51722 -1.51338 4.00945
H -0.60066 -0.58416 6.11648
H 1.62391 0.49553 6.11240
H 2.90086 0.69611 4.02754
O -1.55159 0.71293 0.51928
N -2.77174 0.88953 0.97288
C -3.78558 0.98333 0.09080
C -5.06234 1.22707 0.54820
C -5.28562 1.39450 1.90545
C -4.21292 1.32294 2.78229
C -2.94951 1.07165 2.29631
H -3.50477 0.85363 -0.94365
H -5.86444 1.29435 -0.17255
H -6.28358 1.58267 2.27593
H -4.34083 1.47016 3.84503
H -2.04558 1.02023 2.88438
N -1.82643 -1.72438 -0.32243
C -2.44754 -1.89698 -1.64451
C -2.17197 -1.01936 -2.68034
C -2.78359 -1.20538 -3.91332
C -3.66126 -2.26280 -4.10725
C -3.93602 -3.13280 -3.06165
C -3.33017 -2.95047 -1.82677
H -1.54667 -2.65037 0.01255
H -2.54461 -1.40631 0.32211
H -1.49032 -0.18774 -2.54876
H -2.56757 -0.52062 -4.72251
H -4.13120 -2.40869 -5.07017
H -4.62357 -3.95562 -3.20336
H -3.54212 -3.62946 -1.00847
```

Results
Energy relative to the best compared isomer or geometry (same formula, charge and spin) = 0.959 eV
E_HOMO (alpha / beta) = -13.6 / -13.6 eV
Multiplicity = 3
Charge = +2
LUMO (alpha / beta) = -6.31 / -6.01 eV
Expectation value of S² = 2.027
Calculated total energy = -3275.10442 a.u.


(2)
ORCA calculation (ωB97M-V/def2-TZVPD) on a cluster of 2 separate species, H2NO4P in total.

Structure (XYZ):
```
8
Properties=species:S:1:pos:R:3
N 0.98475 -0.56605 -0.30894
O 1.46879 -0.23259 0.74722
O 1.21421 -1.55258 -0.95366
O 0.04992 1.80063 -0.03779
O -1.69299 -0.47827 0.62057
P -0.24278 0.62943 -1.01695
H 0.41113 1.51665 0.82974
H -2.19303 -1.11721 0.11981
```

Results
Energy relative to the best compared isomer or geometry (same formula, charge and spin) = 4.183 eV
E_HOMO (alpha / beta) = -10.4 / -10.4 eV
Multiplicity = 1
LUMO (alpha / beta) = -1.89 / -1.89 eV
Calculated total energy = -698.12363 a.u.


(3)
ORCA calculation (ωB97M-V/def2-TZVPD) on a structure of composition C5H11NO.

Structure (XYZ):
```
18
Properties=species:S:1:pos:R:3
C -0.22849 -2.92816 0.42096
N -0.41130 -1.54357 0.00811
C -0.03729 -0.54181 0.74691
O 0.39174 -0.18021 1.79879
C -0.17567 0.88466 -0.52722
C -0.91154 2.00079 0.19445
C 1.30803 1.16337 -0.74172
H 0.39424 -3.42920 -0.32765
H -1.18853 -3.45104 0.47193
H 0.26770 -2.99793 1.39392
H -0.56418 -0.35824 -0.65943
H -0.63391 0.79407 -1.53826
H -0.51862 2.11109 1.21089
H -1.98882 1.81688 0.25669
H -0.75826 2.94958 -0.33456
H 1.45186 2.09169 -1.30566
H 1.81266 1.26969 0.22439
H 1.79036 0.34833 -1.29254
```

Results
Energy relative to the best compared isomer or geometry (same formula, charge and spin) = 3.836 eV
E_HOMO = -9.5 eV
Multiplicity = 1
LUMO = 0.94 eV
Calculated total energy = -326.99038 a.u.


(4)
ORCA calculation (ωB97M-V/def2-TZVPD) on a structure of composition C7H28BaO7.

Structure (XYZ):
```
43
Properties=species:S:1:pos:R:3
Ba -0.08292 -0.55170 -0.09698
C -1.95267 -1.45745 1.94970
O -1.15371 -0.45187 1.42833
H -1.49052 -1.81998 2.86791
H -2.90838 -0.99883 2.20340
H -2.02433 -2.40575 1.41706
H -1.35375 0.26405 2.03581
C 1.88285 1.36616 -0.75432
O 1.05708 0.96025 0.32173
H 1.44179 1.36997 -1.75108
H 2.13810 2.39326 -0.49352
H 2.82180 0.81322 -0.78130
H 1.18751 1.57020 1.05148
C 2.88860 -1.49127 -0.07190
O 1.76622 -0.90314 -0.69997
H 3.66993 -0.77890 0.19294
H 2.54606 -2.07824 0.78030
H 3.35969 -2.15975 -0.79252
H 2.12336 -0.52232 -1.50560
C -2.43340 -0.43490 -1.41826
O -1.89359 -1.24825 -0.38497
H -1.68035 -0.06500 -2.11410
H -3.19022 -0.97916 -1.98314
H -2.91980 0.42788 -0.96315
H -2.62401 -1.59873 0.13006
C 0.19758 0.97836 -2.82461
O 0.13449 -0.16950 -1.98438
H -0.25370 1.86458 -2.37846
H 1.21890 1.27630 -3.06178
H -0.40967 0.83156 -3.71780
H 0.14087 -0.95344 -2.53846
C -1.88732 1.58695 0.53603
O -0.75409 1.27903 -0.24759
H -2.79333 1.06229 0.23278
H -1.62257 1.43459 1.58235
H -2.12462 2.63666 0.36308
H -0.54171 2.03557 -0.79909
C 1.37856 -0.23984 2.60126
O 0.97639 -0.94996 1.42607
H 2.26712 -0.61723 3.10736
H 1.59004 0.73899 2.17086
H 0.49668 -0.16807 3.23783
H 0.81105 -1.84658 1.72662
```

Results
Energy relative to the best compared isomer or geometry (same formula, charge and spin) = 35.044 eV
E_HOMO = -13.7 eV
Multiplicity = 1
Charge = +2
LUMO = -5.70 eV
Calculated total energy = -833.90044 a.u.


(5)
ORCA calculation (ωB97M-V/def2-TZVPD) on a structure of composition C9H7N2O5Pd.

Structure (XYZ):
```
24
Properties=species:S:1:pos:R:3
O -2.06870 -4.83532 0.09503
C -1.58053 -3.80950 0.16422
Pd -0.79166 -1.67948 -0.18270
O -1.07516 -1.18541 2.97022
C -0.96436 -1.40433 1.84949
C -0.37462 -1.64371 -2.21633
O 0.16092 -1.14834 -3.12301
C -2.68419 -0.93272 -0.53567
O -3.71458 -0.49074 -0.78125
C 1.16778 -2.30467 0.03434
O 2.23367 -2.72764 -0.02165
H -1.01119 -2.61467 -1.73424
C 1.97241 2.99880 1.19018
N 1.05882 2.11886 0.46189
C 0.30554 2.47171 -0.64348
C -0.42379 1.35994 -0.99954
N -0.09155 0.36546 -0.11731
C 0.78697 0.81932 0.75342
H 2.77493 3.35712 0.53349
H 1.44051 3.87298 1.58618
H 2.41355 2.44436 2.02298
H 0.33816 3.44818 -1.08702
H -1.13309 1.22367 -1.80593
H 1.26017 0.29613 1.58668
```

Results
Energy relative to the best compared isomer or geometry (same formula, charge and spin) = 0.000 eV
E_HOMO (alpha / beta) = -19.0 / -23.2 eV
Multiplicity = 5
Charge = +3
LUMO (alpha / beta) = -11.66 / -15.92 eV
Expectation value of S² = 6.023
Calculated total energy = -959.31843 a.u.


Which of these has the highest energy relative to the best compared isomer or geometry (same formula, charge and spin)?
C7H28BaO7